[1]
Entry from the Open Molecules 2025 dataset: a structure of composition C24H27B2CuN13 (ωB97M-V/def2-TZVPD).

Summary:
Net charge ... +1
HOMO-LUMO gap (alpha / beta) ... 5.73 / 5.73 eV
E_HOMO (alpha / beta) ... -12.008 / -12.008 eV

The geometry in XYZ format:
```
67
C24H27B2CuN13 | the Open Molecules 2025 dataset | ωB97M-V/def2-TZVPD
Cu -0.450 -0.015 0.221
C -4.593 1.188 -0.204
C -3.415 1.213 0.547
N -2.490 0.461 -0.037
N -3.037 -0.052 -1.156
C -4.310 0.369 -1.276
B -2.220 -0.974 -2.083
N -1.559 -2.101 -1.208
C -1.548 -3.428 -1.379
C -0.734 -3.996 -0.410
C -0.263 -2.927 0.338
N -0.768 -1.800 -0.164
N -0.988 -0.172 -2.609
C -0.543 0.167 -3.829
C 0.673 0.811 -3.705
C 0.927 0.833 -2.339
N -0.072 0.230 -1.705
N -3.137 -1.588 -3.106
C -3.337 -1.451 -4.446
C -4.425 -2.204 -4.792
C -4.851 -2.779 -3.579
N -4.087 -2.404 -2.574
H -5.520 1.693 0.005
H -3.189 1.740 1.461
H -4.928 0.066 -2.104
H -2.126 -3.892 -2.157
H -0.519 -5.039 -0.258
H 0.394 -2.916 1.190
H -1.104 -0.044 -4.719
H 1.285 1.209 -4.495
H 1.759 1.254 -1.799
H -2.722 -0.829 -5.070
H -4.857 -2.325 -5.770
H -5.682 -3.442 -3.397
C 1.408 0.955 5.128
C 0.457 0.338 4.167
C -0.747 -0.322 4.347
C -1.197 -0.687 3.074
N -0.287 -0.297 2.174
N 0.687 0.350 2.847
C -2.453 -1.405 2.721
H 1.193 0.623 6.140
H 1.326 2.042 5.097
H 2.436 0.691 4.875
H -1.257 -0.512 5.276
H 1.541 0.591 2.360
H -2.534 -2.324 3.300
H -2.482 -1.646 1.662
H -3.317 -0.785 2.961
N 3.147 -5.081 3.678
C 3.380 -4.229 2.943
C 3.633 -3.135 2.056
C 4.678 -3.141 1.135
C 4.840 -2.037 0.318
C 3.959 -0.974 0.449
N 2.961 -0.955 1.334
C 2.809 -2.013 2.120
H 5.343 -3.991 1.070
H 5.639 -1.996 -0.409
H 4.051 -0.094 -0.177
H 1.999 -1.983 2.842
B -0.106 4.068 1.700
C -0.014 2.718 1.005
N 0.074 1.682 0.478
H 0.698 4.869 1.322
H -1.221 4.432 1.410
H 0.093 3.779 2.859
```

Results of the Löwdin charge analysis, in e, for atoms 1 through 8: 0.638, -0.024, -0.109, 0.001, 0.021, -0.037, -0.614, 0.059



[2]
Entry from the Open Molecules 2025 dataset: a structure of composition C24H27BF4N10Ni (ωB97M-V/def2-TZVPD).

Summary:
Net charge ... +1
HOMO-LUMO gap (alpha / beta) ... 9.25 / 5.82 eV
<S²> ... 3.797
E_HOMO (alpha / beta) ... -11.525 / -11.524 eV
2S+1 ... 4

The geometry in XYZ format:
```
67
C24H27BF4N10Ni | the Open Molecules 2025 dataset | ωB97M-V/def2-TZVPD
Ni 0.060 -0.571 -0.235
C -1.856 -2.701 2.170
C -0.381 -2.452 2.451
N 0.097 -1.125 2.014
C -0.603 -0.051 2.750
C -0.471 -0.068 4.275
C 1.552 -1.080 2.209
C 2.195 0.219 1.729
N 1.469 0.783 0.611
C 1.901 1.910 0.036
C 0.977 2.666 -0.758
F -0.282 2.273 -0.761
C 1.331 3.811 -1.421
F 0.422 4.469 -2.125
C 2.631 4.292 -1.348
C 3.545 3.616 -0.554
F 4.786 4.071 -0.462
C 3.201 2.485 0.149
F 4.126 1.900 0.895
H -2.062 -3.765 2.282
H -2.111 -2.407 1.152
H -2.507 -2.162 2.859
H 0.209 -3.207 1.939
H -0.186 -2.566 3.524
H -1.656 -0.130 2.493
H -0.238 0.904 2.366
H -1.048 -0.874 4.726
H -0.869 0.871 4.658
H 0.564 -0.151 4.608
H 1.978 -1.915 1.652
H 1.816 -1.233 3.261
H 3.235 0.006 1.471
H 2.233 0.958 2.537
H 2.920 5.186 -1.883
C -4.074 0.214 -0.159
C -2.770 0.494 0.246
N -1.922 -0.338 -0.349
N -2.639 -1.132 -1.172
C -3.944 -0.822 -1.061
B -1.885 -2.043 -2.192
N -1.017 -3.059 -1.395
C -0.938 -4.402 -1.396
C 0.227 -4.778 -0.761
C 0.820 -3.573 -0.387
N 0.054 -2.552 -0.754
N -0.866 -1.145 -2.970
C -0.760 -0.992 -4.303
C 0.271 -0.114 -4.560
C 0.750 0.237 -3.297
N 0.058 -0.389 -2.351
N -2.831 -2.653 -3.205
C -2.972 -3.895 -3.749
C -3.919 -3.824 -4.733
C -4.312 -2.471 -4.742
N -3.653 -1.779 -3.836
H -4.977 0.705 0.155
H -2.418 1.256 0.922
H -4.696 -1.333 -1.628
H -1.700 -5.033 -1.813
H 0.594 -5.776 -0.598
H 1.766 -3.412 0.103
H -1.416 -1.509 -4.982
H 0.617 0.225 -5.520
H 1.564 0.900 -3.049
H -2.377 -4.740 -3.457
H -4.282 -4.620 -5.359
H -5.033 -1.979 -5.375
```

Results of the Löwdin charge analysis, in e, for atoms 1 through 8: 0.734, -0.050, -0.232, -0.206, -0.239, -0.054, -0.175, -0.164



[3]
Entry from the Open Molecules 2025 dataset: a structure of composition C24H27Br2N6PtTe (ωB97M-V/def2-TZVPD).

Summary:
Net charge ... +1
HOMO-LUMO gap ... 6.14 eV
E_HOMO ... -9.871 eV

The geometry in XYZ format:
```
61
C24H27Br2N6PtTe | the Open Molecules 2025 dataset | ωB97M-V/def2-TZVPD
Pt 0.095 -1.916 -0.782
Br -1.048 -7.297 -4.544
C -0.779 -5.776 -3.491
C -1.852 -5.022 -3.052
C -1.597 -3.899 -2.294
N -0.361 -3.505 -1.964
C 0.684 -4.266 -2.358
C 0.504 -5.397 -3.133
C 2.018 -3.817 -1.912
C 3.187 -4.441 -2.308
C 4.400 -3.907 -1.900
Br 6.001 -4.727 -2.414
C 4.411 -2.760 -1.129
C 3.199 -2.209 -0.758
N 2.026 -2.733 -1.115
H -2.870 -5.291 -3.290
H -2.414 -3.293 -1.932
H 1.346 -5.988 -3.457
H 3.175 -5.319 -2.933
H 5.335 -2.302 -0.810
H 3.164 -1.330 -0.137
C -2.193 5.428 0.142
C -2.182 3.955 -0.155
C -1.325 3.418 -1.106
C -1.310 2.058 -1.402
C -0.368 1.567 -2.467
C -2.179 1.203 -0.707
Te -2.254 -0.860 -1.181
C -3.055 1.722 0.263
C -4.026 0.868 1.034
C -3.037 3.091 0.516
H -1.418 5.951 -0.416
H -2.034 5.617 1.205
H -3.155 5.869 -0.123
H -0.652 4.077 -1.643
H 0.267 2.379 -2.819
H -0.923 1.167 -3.318
H 0.270 0.759 -2.106
H -3.579 -0.073 1.354
H -4.890 0.609 0.417
H -4.394 1.404 1.909
H -3.719 3.492 1.259
C 0.441 3.295 2.506
C 0.894 2.525 3.741
C 2.413 2.486 3.858
C 0.278 1.126 3.787
N 0.606 0.321 2.606
C -0.032 0.232 1.450
N 0.678 -0.556 0.662
N 1.745 -0.971 1.401
N 1.720 -0.429 2.546
H 0.752 4.337 2.576
H -0.644 3.275 2.385
H 0.889 2.889 1.595
H 0.490 3.026 4.626
H 2.863 1.951 3.019
H 2.734 1.995 4.778
H 2.816 3.498 3.857
H -0.810 1.180 3.828
H 0.633 0.556 4.644
H -0.937 0.757 1.191
```

Results of the Löwdin charge analysis, in e, for atoms 1 through 8: 0.778, 0.852, -0.663, -0.062, -0.151, -0.102, -0.180, -0.034



[4]
Entry from the Open Molecules 2025 dataset: a structure of composition C24H27FFeOS5 at a distorted geometry (ωB97M-V/def2-TZVPD).

Summary:
Net charge ... +1
HOMO-LUMO gap (alpha / beta) ... 7.59 / 7.72 eV
<S²> ... 1.209
E_HOMO (alpha / beta) ... -10.539 / -10.499 eV
2S+1 ... 2

The geometry in XYZ format:
```
59
C24H27FFeOS5 | the Open Molecules 2025 dataset | ωB97M-V/def2-TZVPD
Fe 1.353 -0.862 0.107
C 0.546 2.005 1.749
C 0.697 2.592 0.339
S 2.402 2.638 -0.271
C 2.400 1.298 -1.497
C 3.685 0.447 -1.450
S 3.308 -1.332 -1.238
C 4.473 -1.878 0.055
C 3.868 -1.884 1.452
S 3.188 -0.226 1.666
C 2.334 -0.254 3.259
C 0.826 -0.461 3.163
S 0.047 0.254 1.699
H -0.236 2.533 2.292
H 1.476 2.101 2.308
H 0.340 3.620 0.343
H 0.082 2.052 -0.383
H 2.274 1.730 -2.488
H 1.508 0.682 -1.325
H 4.336 0.757 -0.636
H 4.241 0.546 -2.380
H 5.346 -1.228 -0.014
H 4.794 -2.886 -0.209
H 4.628 -2.119 2.199
H 3.065 -2.614 1.513
H 2.567 0.699 3.731
H 2.780 -1.029 3.882
H 0.332 -0.091 4.062
H 0.593 -1.520 3.074
C -6.485 5.406 -0.938
C -5.482 4.280 -0.896
O -4.510 4.279 -0.197
S -5.935 2.931 -2.001
C -4.603 1.799 -1.712
C -3.901 1.312 -2.806
C -2.870 0.399 -2.621
C -2.541 -0.017 -1.339
C -3.244 0.470 -0.245
C -4.280 1.372 -0.430
C -1.470 -0.969 -1.125
C -0.564 -1.708 -0.839
H -5.948 6.344 -1.077
H -6.993 5.445 0.026
H -7.223 5.279 -1.728
H -4.155 1.651 -3.803
H -2.313 0.022 -3.469
H -2.980 0.139 0.751
H -4.833 1.744 0.420
F 2.614 -6.057 0.525
C 1.839 -5.015 0.200
C 1.133 -4.374 1.187
C 0.346 -3.274 0.832
C 0.274 -2.856 -0.493
C 0.986 -3.554 -1.475
C 1.770 -4.637 -1.133
H 1.175 -4.739 2.205
H -0.292 -2.804 1.568
H 0.908 -3.242 -2.508
H 2.320 -5.195 -1.879
```

Results of the Löwdin charge analysis, in e, for atoms 1 through 8: -0.044, -0.457, -0.516, 0.894, -0.525, -0.484, 0.934, -0.472



| no. | E (a.u.) |
| --- | --- |
| 1 | -3332.56473 |
| 2 | -3410.80442 |
| 3 | -6794.47816 |
| 4 | -4360.18368 |